Record 1
{"formula": "C3HFOSr", "method": "ωB97M-V/def2-TZVPD", "gap_ev": 5.739, "e_lumo_ev": -1.13, "homo_ev": -6.8717, "elements": ["O", "C", "C", "C", "H", "F", "Sr"], "positions_angstrom": [[2.8576, 0.1830, -1.2776], [1.7077, 0.3551, -0.9940], [0.4802, 0.7984, -0.9794], [-0.1022, 0.6406, 0.2195], [-0.4946, 1.7927, -0.0314], [-2.7522, -2.6706, 1.9172], [-1.6965, -1.0993, 1.1458]]}


Record 2
{"formula": "C3HGaO3", "method": "ωB97M-V/def2-TZVPD", "gap_ev": [7.766, 4.795], "multiplicity": 2, "total_charge": 1, "e_lumo_ev": [-6.35, -8.92], "s2": 0.78, "homo_ev": [-14.1178, -13.7164], "elements": ["C", "C", "O", "H", "O", "C", "O", "Ga"], "positions_angstrom": [[0.6408, 0.3441, -1.1561], [-0.0390, 0.0090, -0.1975], [1.5216, 0.6765, -2.0668], [1.1011, 1.0554, -2.8497], [0.3507, 0.5809, 1.7231], [-0.4967, -0.1063, 2.3914], [-1.1525, -1.0338, 1.9970], [-1.9262, -1.5258, 0.1586]]}


Record 3
{"formula": "C3HI5", "method": "ωB97M-V/def2-TZVPD", "gap_ev": 8.464, "e_lumo_ev": -0.66, "homo_ev": -9.1267, "elements": ["C", "C", "C", "I", "I", "I", "I", "I", "H"], "positions_angstrom": [[-0.4442, -0.3023, 0.0173], [-1.2139, 0.8190, -0.0904], [1.1002, -0.2345, 0.0417], [-1.2230, -2.2405, 0.1495], [-3.3345, 0.7803, -0.1374], [-0.3667, 2.7761, 0.0811], [1.9953, -1.2525, 1.7577], [1.8553, -1.1458, -1.7369], [1.6313, 0.8001, -0.0827]]}


Record 4
{"formula": "C3HMgO2", "method": "ωB97M-V/def2-TZVPD", "gap_ev": [4.055, 4.059], "total_charge": 1, "e_lumo_ev": [-8.09, -8.10], "homo_ev": [-12.1422, -12.1552], "elements": ["C", "H", "C", "O", "C", "Mg", "O"], "positions_angstrom": [[-1.6792, 1.0919, -0.2589], [-2.2903, 1.9752, -0.3196], [-0.9205, 0.1632, -0.0985], [-0.2653, -1.5474, -0.2413], [0.3857, -0.7346, 0.5015], [3.2826, -0.7061, 0.3419], [1.4870, -0.2423, 0.0750]]}


Record 5
{"formula": "C3HN3O", "method": "ωB97M-V/def2-TZVPD", "gap_ev": 9.120, "e_lumo_ev": -0.43, "homo_ev": -9.5502, "elements": ["C", "C", "C", "N", "N", "N", "O", "H"], "positions_angstrom": [[-0.8874, -0.9923, -0.1647], [-0.4816, 0.1474, 0.5406], [1.7522, -0.1002, -0.8500], [-1.2603, -1.8539, -0.8035], [-0.6081, 1.2997, 0.0758], [-0.7613, 2.3957, -0.1349], [2.4255, -0.8183, -0.3209], [-0.1791, -0.0781, 1.6576]]}


Record 6
{"formula": "C3HN3O", "method": "ωB97M-V/def2-TZVPD", "gap_ev": [8.432, 8.610], "multiplicity": 3, "e_lumo_ev": [-1.69, -2.97], "s2": 2.03, "homo_ev": [-10.1241, -11.5750], "elements": ["C", "C", "C", "N", "N", "N", "O", "H"], "positions_angstrom": [[0.9538, 0.6412, 0.4855], [-0.0149, -0.3126, -1.4986], [-0.0979, -0.0691, -0.0840], [1.9581, 1.1008, 0.8436], [0.0561, -0.5088, -2.6026], [-0.3930, -1.0824, 0.8460], [-1.0301, -0.7720, 1.8266], [-1.4322, 1.0029, 0.1835]]}


Record 7
{"formula": "C3HN4", "method": "ωB97M-V/def2-TZVPD", "gap_ev": [5.315, 3.990], "total_charge": 1, "e_lumo_ev": [-10.88, -11.41], "homo_ev": [-16.1945, -15.4049], "elements": ["C", "C", "C", "N", "N", "N", "N", "H"], "positions_angstrom": [[-0.6226, 0.4600, 0.9207], [0.8100, 0.2640, -2.1023], [0.0179, -0.5301, 4.2339], [1.7526, 0.5375, -2.6884], [-0.1917, -0.2261, 3.1642], [-0.2767, -0.0993, -1.4272], [-0.4161, 0.0738, -0.1547], [-1.0734, -0.4798, -1.9461]]}


Record 8
{"formula": "C3HN4", "method": "ωB97M-V/def2-TZVPD", "gap_ev": [10.867, 5.556], "multiplicity": 3, "total_charge": 1, "e_lumo_ev": [-5.18, -10.46], "s2": 2.03, "homo_ev": [-16.0477, -16.0174], "elements": ["C", "C", "C", "N", "N", "N", "N", "H"], "positions_angstrom": [[0.9112, 0.0476, 0.2968], [-2.2292, 0.2068, -0.4104], [4.4507, -0.8822, -0.7562], [-2.7990, 0.3732, -1.4032], [3.4078, -0.5587, -0.5352], [-1.4764, 0.1762, 0.6879], [-0.2353, 0.1045, 0.5344], [-2.0298, 0.5325, 1.5858]]}


Record 9
{"formula": "C3HNO", "method": "ωB97M-V/def2-TZVPD", "gap_ev": [7.582, 7.582], "e_lumo_ev": [-1.95, -1.95], "homo_ev": [-9.5293, -9.5305], "elements": ["C", "C", "C", "N", "O", "H"], "positions_angstrom": [[0.6815, -1.2625, 0.9520], [0.5002, -1.1614, -1.7559], [-0.1436, -0.4382, 0.2424], [1.4333, -1.9315, 1.5462], [0.3417, -1.9103, -2.5812], [0.0749, 0.5151, 0.1322]]}


Record 10
{"formula": "C3HNO2", "method": "ωB97M-V/def2-TZVPD", "gap_ev": [7.691, 7.585], "multiplicity": 3, "e_lumo_ev": [0.72, -3.39], "s2": 2.04, "homo_ev": [-6.9760, -10.9748], "elements": ["C", "C", "C", "N", "O", "O", "H"], "positions_angstrom": [[1.9698, -0.0839, 0.0067], [0.7851, -0.2669, -0.0849], [-1.5697, 0.2914, 0.0134], [-0.4741, -0.3676, -0.5024], [-2.1647, 1.2926, 0.0907], [-1.5456, -0.9630, 0.4042], [2.9991, 0.0975, 0.0723]]}


Record 11
{"formula": "C3HNO2S", "method": "ωB97M-V/def2-TZVPD", "gap_ev": 7.617, "e_lumo_ev": -2.55, "smiles": "N#CC(=S)C(=O)O", "homo_ev": -10.1634, "elements": ["C", "C", "C", "H", "N", "O", "O", "S"], "positions_angstrom": [[-0.2032, 0.6069, -0.4344], [0.2574, -0.5939, 0.4589], [-0.3296, -1.9182, 0.2463], [0.2205, 2.6171, -0.5175], [-1.0112, -2.8915, 0.0824], [0.3104, 1.8645, 0.2624], [-0.5958, 0.6508, -1.6591], [1.3514, -0.3358, 1.5610]]}


Record 12
{"formula": "C3HNO3", "method": "ωB97M-V/def2-TZVPD", "gap_ev": 11.216, "e_lumo_ev": 0.65, "homo_ev": -10.5646, "elements": ["C", "C", "C", "N", "O", "O", "O", "H"], "positions_angstrom": [[1.1309, 0.5288, -0.0293], [0.7094, -1.7925, -0.3421], [-1.6925, -0.2770, -0.0238], [1.1776, 1.7005, -0.1161], [-1.5077, 0.6401, 0.6365], [1.0232, -2.3510, 0.5979], [-1.8048, -1.0919, -0.8171], [0.9638, 2.6430, 0.0941]]}


Record 13
{"formula": "C3HNO3S", "method": "ωB97M-V/def2-TZVPD", "gap_ev": 5.300, "total_charge": -2, "e_lumo_ev": 6.31, "smiles": "O=c1occ([O-])n1[S-]", "homo_ev": 1.0092, "elements": ["C", "C", "C", "N", "O", "O", "O", "S", "H"], "positions_angstrom": [[0.4890, -0.8959, 0.8923], [0.9223, 0.1455, 0.1542], [-1.2128, -0.1257, -0.3814], [-0.1306, 0.6161, -0.6429], [2.3525, 0.6978, 0.3916], [-2.3461, -0.1022, -0.8405], [-0.9046, -1.0817, 0.5166], [-0.0756, 1.8628, -1.8823], [0.9059, -1.1166, 1.7924]]}


Record 14
{"formula": "C3HNO3S3", "method": "ωB97M-V/def2-TZVPD", "gap_ev": [7.554, 5.637], "multiplicity": 3, "e_lumo_ev": [-1.56, -3.89], "s2": 2.02, "homo_ev": [-9.1154, -9.5317], "elements": ["C", "C", "C", "N", "O", "O", "O", "S", "S", "S", "H"], "positions_angstrom": [[-0.5859, -0.1313, -1.8540], [0.0513, -0.0838, 0.7255], [-0.4439, 0.3909, -0.5093], [1.3162, -0.8418, 0.6207], [2.2589, -0.3852, 1.1203], [1.2103, -1.8967, 0.0820], [-0.8006, 2.3528, 1.3604], [0.2779, -0.6987, -3.0463], [-2.1283, 0.4075, -1.2233], [0.3199, 1.7534, 0.6405], [-1.4758, -0.8670, 2.0835]]}


Record 15
{"formula": "C3HNS", "method": "ωB97M-V/def2-TZVPD", "gap_ev": 7.241, "e_lumo_ev": -2.73, "homo_ev": -9.9696, "elements": ["C", "C", "C", "N", "S", "H"], "positions_angstrom": [[-0.1827, -2.1132, 0.0034], [-1.8864, 0.0277, -0.0024], [-0.6262, -0.0359, 0.0060], [0.0694, -3.2504, -0.0020], [-3.4562, 0.0113, 0.0000], [0.3298, 0.4116, -0.0004]]}


E_tot
In order: -8723.445; -61631.041; -43628.849; -12652.243; -9641.709; -9637.324; -9068.016; -9068.619; -6659.798; -8703.552; -19544.588; -10758.024; -21591.957; -43253.614; -15447.534
Unit: eV